Computed, not measured: a molecular structure, C28H30CrN6O3, with ωB97M-V with the def2-TZVPD basis set.

Calculated values
Total energy (Ha): -2683.6010
HOMO (spin up / spin down) (eV): -10.4 / -10.5
Net charge: +1
Relative energy (zero: lowest compared OMol25 entry of this formula, charge and spin) (kcal/mol): 0.0
Expectation value of S²: 3.78
2S+1: 4

```
68
Properties=species:S:1:pos:R:3:lowdin_spin:R:1
Cr -0.79984 0.39503 0.55462 2.869
C -3.15391 -1.03929 3.74009 0.001
C -1.95395 -0.85617 2.85861 0.025
O -2.10775 -0.06428 1.84955 0.041
C -0.77866 -1.52342 3.14647 0.010
C 0.42621 -1.46326 2.40357 0.025
C 1.60839 -2.26447 2.85704 0.001
N 0.55585 -0.73810 1.31599 -0.042
N 1.77374 -0.75275 0.63328 -0.007
C 1.71716 0.05407 -0.38141 0.005
O 0.64393 0.76027 -0.66331 0.027
C 2.90559 0.22400 -1.24133 -0.001
C 4.07677 -0.48854 -0.98882 0.000
C 5.18294 -0.30746 -1.80061 0.000
C 5.12969 0.58329 -2.86615 0.001
C 3.96523 1.29320 -3.12051 0.000
C 2.85395 1.11436 -2.30992 0.001
H -3.96588 -0.40084 3.40138 0.000
H -2.90670 -0.79335 4.77268 0.001
H -3.48383 -2.07828 3.71485 0.001
H -0.77566 -2.15430 4.02339 0.000
H 1.36327 -2.84931 3.73931 0.000
H 2.44490 -1.60030 3.07715 0.001
H 1.94228 -2.92110 2.05389 0.001
H 4.10141 -1.17885 -0.15677 0.000
H 6.09113 -0.86253 -1.60489 0.000
H 5.99764 0.72251 -3.49741 0.000
H 3.92305 1.98568 -3.95123 0.000
H 1.93908 1.66095 -2.49492 0.000
N -4.11140 -3.22082 -8.92324 0.000
C -3.77099 -3.02622 -7.84390 0.000
C -3.34992 -2.78599 -6.48848 0.000
C -3.33036 -3.83341 -5.57235 0.000
C -2.93544 -3.60817 -4.26644 0.000
C -2.55615 -2.33480 -3.86791 0.000
C -2.56821 -1.28818 -4.77988 0.000
C -2.96470 -1.51278 -6.08442 0.000
N -2.15311 -2.10339 -2.51323 0.004
C -2.03012 -3.05006 -1.51170 0.000
C -1.62129 -2.39129 -0.40327 0.005
N -1.48681 -1.05323 -0.70722 -0.007
C -1.81139 -0.91760 -1.97607 0.009
H -3.62590 -4.82541 -5.88431 0.000
H -2.93245 -4.43718 -3.57380 0.000
H -2.26622 -0.29049 -4.49703 0.000
H -2.97262 -0.69779 -6.79497 0.000
H -2.22839 -4.09555 -1.65303 0.000
H -1.42035 -2.77874 0.58094 0.000
H -1.79456 0.01202 -2.51544 0.001
O -0.48435 2.12324 1.44239 0.008
C 0.40395 2.95886 1.68217 0.009
C 1.83113 2.56898 1.90739 0.001
C 2.11879 2.93042 3.38795 0.000
C 0.89774 2.79187 4.33363 0.000
C -0.02434 4.02725 4.43415 0.000
C -0.84672 4.32182 3.17344 0.001
N 0.05865 4.22079 2.00701 0.006
H 2.50894 3.08406 1.22345 0.000
H 1.93047 1.49949 1.73353 0.000
H 2.50105 3.95226 3.45206 0.000
H 2.92322 2.28498 3.73827 0.000
H 1.27488 2.58763 5.33515 0.000
H 0.30713 1.91217 4.05077 0.000
H 0.58947 4.90146 4.67334 0.000
H -0.71179 3.89405 5.27155 0.000
H -1.29027 5.31395 3.20223 0.000
H -1.64438 3.59571 3.03772 0.000
H 0.87079 4.81331 2.12497 0.000
```

Computed, not measured: a molecular structure, C28H30N10O2STl, with ωB97M-V with the def2-TZVPD basis set.

Calculated values
Total energy (Ha): -2353.7950
HOMO (eV): -4.8
Net charge: -1
Relative energy (zero: lowest compared OMol25 entry of this formula, charge and spin) (kcal/mol): 0.0
2S+1: 1

```
72
Properties=species:S:1:pos:R:3:lowdin_charge:R:1
Tl 0.88713 -0.56113 -0.29826 0.716
N 5.06232 1.78786 -0.58513 0.033
C 4.15860 0.75661 -0.57603 -0.950
S 3.10869 0.60372 -1.92535 0.446
N 4.31871 -0.04779 0.45390 -0.053
N 3.45296 -1.07618 0.53570 -0.106
C 3.62724 -1.93887 1.48873 -0.124
C 2.60914 -2.96510 1.65183 -0.292
C 2.43381 -3.56934 2.90176 -0.043
C 1.40164 -4.45804 3.07452 -0.094
C 0.53505 -4.72629 2.01944 -0.066
C 0.81263 -4.09982 0.79590 -0.148
N 1.80558 -3.25894 0.61118 0.070
H 4.87047 2.57879 -1.18670 0.068
H 5.60759 1.91338 0.26013 0.081
H 4.44459 -1.83743 2.18613 0.105
H 3.09690 -3.33869 3.72864 0.106
H 1.20589 -4.87914 4.04820 0.098
H -0.34222 -5.34852 2.17042 0.099
H 0.15214 -4.32890 -0.02218 0.109
O -4.21642 -0.48667 -5.93223 -0.047
C -4.49919 -0.18703 -4.76240 -0.706
O -5.51527 0.32756 -4.28107 -0.045
C -3.35809 -0.49076 -3.74384 -0.097
C -3.59236 -0.31940 -2.38060 0.054
C -2.62354 -0.75535 -1.47024 -0.230
N -1.45439 -1.23148 -1.87382 0.085
C -1.18333 -1.34678 -3.17561 -0.185
C -2.14215 -0.98010 -4.14155 0.046
C 0.17104 -1.88589 -3.54172 -0.209
C 0.62098 -1.83232 -4.86194 -0.018
C 1.91562 -2.16540 -5.15252 -0.076
C 2.76173 -2.60761 -4.14137 -0.063
C 2.22030 -2.65694 -2.85351 -0.177
N 0.98078 -2.28561 -2.55230 0.046
C -2.74224 -0.63347 -0.01257 -0.239
C -3.57738 0.35202 0.54061 -0.016
C -3.55127 0.58327 1.89763 -0.081
C -2.76638 -0.23258 2.68747 -0.087
C -2.04293 -1.24989 2.07070 -0.157
N -2.01313 -1.43431 0.75997 0.090
H -4.56258 0.08080 -2.09221 0.113
H -2.02696 -1.10284 -5.20411 0.104
H -0.05412 -1.49287 -5.65000 0.111
H 2.30290 -2.10555 -6.16010 0.103
H 3.80241 -2.89218 -4.30839 0.104
H 2.80869 -3.01849 -1.99540 0.103
H -4.18388 0.97990 -0.10167 0.109
H -4.15474 1.37259 2.32468 0.105
H -2.70943 -0.10959 3.77322 0.098
H -1.42953 -1.91385 2.67853 0.104
C -0.59713 5.30258 1.99849 -0.075
N -1.12249 4.02694 1.50007 -0.174
C -1.87051 4.17375 0.26877 -0.087
C -0.19068 2.97308 1.53617 -0.454
N 0.10850 2.24329 0.54455 0.118
N 0.47454 2.76167 2.76733 -0.162
C -0.33171 2.75596 3.97607 -0.075
C 1.46349 1.67778 2.72937 -0.080
H 0.20643 5.67916 1.32082 0.102
H -0.13744 5.18590 2.97151 0.062
H -1.39247 6.04770 2.09801 0.085
H -2.70003 4.85605 0.44657 0.086
H -2.26130 3.20211 -0.05150 0.082
H -1.24898 4.56672 -0.55890 0.098
H -0.32008 2.61203 -0.30470 0.044
H -0.97842 3.62808 4.02757 0.070
H 0.31065 2.70652 4.84226 0.079
H -0.98306 1.88147 4.02383 0.073
H 2.14628 1.82194 1.90818 0.069
H 0.97911 0.70293 2.60861 0.061
H 2.01128 1.70900 3.67049 0.084
```

Computed, not measured: a molecular structure, C28H31As2FIrOSi, with ωB97M-V with the def2-TZVPD basis set.

Calculated values
Total energy (Ha): -6125.8067
HOMO (spin up / spin down) (eV): -10.9 / -11.4
Net charge: +1
Relative energy (zero: lowest compared OMol25 entry of this formula, charge and spin) (kcal/mol): 0.3
Expectation value of S²: 6.01
2S+1: 5

```
65
Properties=species:S:1:pos:R:3:lowdin_spin:R:1
Ir -0.57843 0.88363 1.30157 2.577
C -3.26267 -0.21885 4.01600 0.033
As -1.42051 -0.14063 3.45116 0.148
C -0.52708 0.72728 4.93431 0.030
C -0.76261 -1.96032 3.49994 0.015
C -1.33652 -2.88137 4.36955 0.003
C -0.87407 -4.18857 4.41205 0.002
C 0.16419 -4.58230 3.58337 0.002
C 0.74212 -3.66907 2.71326 0.006
C 0.28989 -2.35413 2.66692 0.021
As 1.09092 -1.09482 1.42675 0.184
C 1.78978 -2.17925 -0.00873 0.046
C 2.68190 -0.43708 2.31160 0.028
H -3.30845 -0.53794 5.05610 0.005
H -3.82097 -0.90618 3.38502 0.000
H -3.68282 0.78067 3.92601 0.001
H -0.60618 0.08847 5.81271 0.005
H -1.00970 1.68516 5.11937 0.000
H 0.51504 0.90274 4.68202 0.000
H -2.15529 -2.59311 5.01717 0.000
H -1.33031 -4.89887 5.08825 0.000
H 0.52392 -5.60211 3.60883 0.000
H 1.54648 -3.99762 2.06703 0.001
H 2.61150 -2.77945 0.38027 0.008
H 2.15634 -1.50941 -0.78175 0.001
H 1.00833 -2.81212 -0.42371 0.000
H 3.23782 -1.27522 2.72965 0.005
H 2.40896 0.26809 3.09234 0.000
H 3.28349 0.08426 1.56647 0.000
O -1.26634 0.67762 -0.45535 0.465
Si -0.49197 1.07927 -1.92079 0.046
C -0.58288 -0.47608 -2.92660 0.006
C -0.08772 -0.48625 -4.23532 0.001
C -0.11192 -1.63969 -5.00244 0.000
C -0.64100 -2.81110 -4.47583 0.000
C -1.14745 -2.82116 -3.18378 0.000
C -1.11567 -1.66274 -2.41988 0.000
C 1.27488 1.42967 -1.42994 0.014
C 1.57921 2.53361 -0.62519 0.008
C 2.87307 2.76295 -0.18198 0.001
C 3.89492 1.90025 -0.55535 0.002
C 3.62158 0.81098 -1.37212 0.003
C 2.32194 0.58024 -1.80356 0.002
C -1.30666 2.56849 -2.63699 0.004
C -2.67417 2.80533 -2.47237 0.001
C -3.28110 3.91185 -3.04292 0.000
C -2.52815 4.80364 -3.79616 0.000
C -1.16891 4.58757 -3.97196 0.000
C -0.56573 3.48218 -3.39209 0.001
H 0.32097 0.42273 -4.66671 0.000
H 0.27474 -1.62805 -6.01307 0.000
H -0.66750 -3.71082 -5.07652 0.000
H -1.57565 -3.72953 -2.77964 0.000
H -1.52970 -1.67812 -1.41657 -0.001
H 0.79561 3.22575 -0.33342 0.001
H 3.08782 3.61643 0.44728 0.000
H 4.90857 2.08802 -0.22484 0.000
H 4.42342 0.15355 -1.68511 0.000
H 2.12064 -0.26029 -2.45966 0.000
H -3.27626 2.11562 -1.89055 0.000
H -4.34043 4.08337 -2.90471 0.000
H -3.00091 5.66801 -4.24369 0.000
H -0.58036 5.28383 -4.55474 0.000
H 0.50178 3.33544 -3.52276 0.000
F 0.56623 2.17555 2.22179 0.322
```